[1]
Molecular formula: C10H15BHfNO2
Method: DFT, the ωB97M-V functional and the def2-TZVPD basis

Atoms and positions in Å:
C -2.3400 -0.6606 -0.5163
C -1.9110 0.3194 -1.6719
O -0.4724 0.4363 -1.8679
B 0.1061 -0.7813 -2.2786
O -0.3846 -1.4616 -3.3832
N 1.2978 -1.3760 -1.5753
C 2.0737 -0.3878 -0.8450
C 1.3816 -0.2943 0.5967
C 1.4221 -1.5830 1.3852
C 0.7962 -1.6692 2.7277
C 0.1430 -0.4627 3.2412
C 0.1175 0.8504 2.4852
C 0.7283 0.9691 1.1513
C 0.6835 2.3423 0.3689
H -2.3589 -1.7405 -0.8152
H -3.4122 -0.3884 -0.2655
H -1.7674 -0.4721 0.4412
H -2.5005 0.0578 -2.5900
H -2.2759 1.3725 -1.3377
H 0.2012 -2.2334 -3.5588
H 2.1695 0.6189 -1.3448
H 3.1338 -0.7217 -0.6378
H 1.9309 -2.4895 0.9548
H 0.8443 -2.6414 3.2895
H -0.3692 -0.4901 4.2369
H -0.3925 1.7580 2.8972
H -0.3000 2.4297 -0.2535
H 0.6691 3.1849 1.1073
H 1.6120 2.3747 -0.2679
Hf -0.8263 3.1396 -1.6738

Highest occupied orbital energy = -19.683 eV
DFT total energy = -666.67868 Ha
LUMO energy = -14.3 eV
Charge = +3
Kohn-Sham gap = 5.36 eV

[2]
Molecular formula: C10H15BrN3O2P
Method: DFT, the ωB97M-V functional and the def2-TZVPD basis

Atoms and positions in Å:
C 1.2081 -2.3953 0.6875
C 1.7772 -1.7507 -0.6230
N 1.5370 -0.3188 -0.8214
C 0.3061 0.0546 -1.5165
C -0.9850 -0.7046 -1.1225
C -1.6658 -0.1843 0.1806
C -2.5561 -1.3226 0.6798
N -3.1451 -2.1888 1.0726
C -2.6210 1.0613 0.0059
C -2.3114 1.9232 -1.1829
N -1.9592 2.4682 -2.0944
P -2.5599 2.1826 1.5458
O -1.0303 2.8416 1.6100
Br -2.6790 0.8329 3.3701
C 1.8830 0.5310 0.2752
C 3.1006 1.4727 0.0538
O 1.3085 0.6222 1.3205
H 1.9635 -2.6222 1.4564
H 0.3894 -1.7885 1.1198
H 0.7214 -3.3530 0.3935
H 1.4103 -2.2790 -1.5261
H 2.8786 -1.9162 -0.6116
H 0.1952 1.1565 -1.4313
H 0.4654 -0.1225 -2.6052
H -1.7150 -0.5466 -1.9490
H -0.8858 -1.8013 -1.0359
H -0.9701 0.0260 1.0125
H -3.6691 0.7184 -0.1148
H -0.4113 2.1310 1.8810
H 2.6429 2.4571 -0.2034
H 3.6630 1.6332 0.9868
H 3.7138 1.1818 -0.8139

Highest occupied orbital energy = -9.321 eV
SMILES = CCN(CC[C@H](C#N)[C@H](C#N)P(O)Br)C(C)=O
DFT total energy = -3620.14657 Ha
LUMO energy = 0.1 eV
Relative energy (zero: lowest compared OMol25 entry of this formula, charge and spin) = 103.9 kJ/mol
Kohn-Sham gap = 9.41 eV

[3]
Molecular formula: C10H15CaF12N3O10S4
Method: DFT, the ωB97M-V functional and the def2-TZVPD basis

Atoms and positions in Å:
Ca -0.0318 -0.3571 0.2870
C 0.1113 -3.1085 -3.3052
F -0.3728 -2.3063 -4.2233
F -0.0238 -4.3754 -3.6534
F 1.4033 -2.8673 -3.1122
S -0.7843 -2.8022 -1.6278
O -1.8761 -3.7018 -1.4020
O 0.3215 -2.8218 -0.6915
N -1.2982 -1.1396 -1.4827
S -2.7509 -1.0880 -2.1610
O -2.8773 -1.9015 -3.3443
O -3.7880 -1.1950 -1.1538
C -2.8190 0.7028 -2.7825
F -1.6697 1.0321 -3.3761
F -3.8062 0.8858 -3.6426
F -3.0069 1.4763 -1.7245
C -2.0487 2.0505 3.2822
F -2.9353 2.9869 3.5681
F -0.8181 2.4795 3.5351
F -2.3431 0.9771 4.0205
S -2.1208 1.5251 1.4663
O -2.3061 0.0878 1.4308
O -3.1705 2.2880 0.8500
N -0.5191 1.7962 0.7539
S -0.5383 3.3017 0.2514
O -0.7957 3.3990 -1.1555
O -1.2173 4.1941 1.1467
C 1.2814 3.7119 0.4677
F 1.5592 3.7114 1.7739
F 2.0547 2.8022 -0.1223
F 1.5348 4.8938 -0.0520
C 1.2646 0.7593 -2.7822
O 1.6012 0.4068 -1.4507
C 2.9046 -0.2117 -1.3730
C 3.2448 -0.3856 0.1063
N 2.1185 -0.9677 0.8281
C 2.0395 -0.5513 2.2638
C 1.0066 -1.2804 3.1556
O -0.1494 -1.4562 2.3312
C -1.1578 -2.2313 3.0023
H 0.5378 0.0936 -3.2369
H 2.1572 0.9508 -3.3859
H 0.8370 1.7676 -2.8497
H 3.7036 0.3649 -1.8375
H 2.7426 -1.1809 -1.8485
H 3.5183 0.5743 0.5495
H 4.1784 -0.9611 0.0546
H 2.2946 -1.9720 0.8395
H 1.8226 0.5215 2.2262
H 3.0509 -0.6948 2.6539
H 0.7589 -0.6944 4.0392
H 1.4139 -2.2626 3.4077
H -2.0263 -2.2377 2.3508
H -1.4378 -1.7565 3.9442
H -0.7723 -3.2328 3.1906

Highest occupied orbital energy = -10.301 eV
DFT total energy = -4775.49273 Ha
LUMO energy = -0.3 eV
Relative energy (zero: lowest compared OMol25 entry of this formula, charge and spin) = 0.0 kJ/mol
Kohn-Sham gap = 10.04 eV

[4]
Molecular formula: C10H15Cl6FO6
Method: DFT, the ωB97M-V functional and the def2-TZVPD basis

Atoms and positions in Å:
C 1.6494 -0.6560 1.9178
C 2.3707 0.0514 0.7987
C 3.4458 1.0325 1.2503
O 4.5435 0.7654 0.3841
C 4.3919 -0.4751 -0.1608
O 5.2358 -1.0505 -0.7578
O 3.1472 -0.9340 0.0705
H 1.2850 0.0606 2.6698
H 2.3789 -1.2254 2.4993
H 0.7945 -1.2474 1.6108
H 1.6826 0.4917 0.0796
H 3.7396 0.8923 2.2945
H 3.1660 2.0778 1.1224
C -6.4044 2.4484 2.5477
Cl -5.9435 3.4069 3.9628
Cl -5.0285 2.0877 1.5057
H -6.7926 1.5053 2.9095
H -7.1484 3.0158 2.0059
C -0.6302 -4.7936 0.9771
Cl 0.0227 -6.1990 0.1374
Cl -0.0870 -4.7056 2.6615
H -0.3105 -3.8684 0.5176
H -1.7097 -4.8786 0.9573
C -2.2403 -0.1335 0.7752
Cl -1.1435 1.2260 0.5905
Cl -1.6423 -1.6092 -0.0039
H -2.3549 -0.3374 1.8336
H -3.2057 0.0992 0.3433
C 0.1536 1.6111 -2.7694
C -0.0022 1.0701 -4.1776
O 1.2907 1.2186 -4.7027
C 2.1744 1.1149 -3.6544
O 3.3334 0.9604 -3.7647
O 1.5022 1.2147 -2.4738
F -0.8874 1.8000 -4.9166
H -0.5528 1.2249 -2.0444
H 0.1189 2.7028 -2.7670
H -0.3425 0.0349 -4.2301

Highest occupied orbital energy = -10.693 eV
SMILES = O=C1OC[C@@H](F)O1.C[C@H]1COC(=O)O1.ClCCl.ClCCl.ClCCl
DFT total energy = -3702.51372 Ha
LUMO energy = 0.0 eV
Kohn-Sham gap = 10.74 eV

Q: The highest highest occupied orbital energy belongs to which entry?
A: C10H15BrN3O2P